[1]
{
  "formula": "C24H27FN4O",
  "method": "the ωB97M-V functional and the def2-TZVPD basis",
  "elements": ["O", "C", "N", "C", "C", "C", "N", "N", "C", "C", "C", "N", "C", "C", "C", "C", "C", "C", "C", "C", "C", "C", "C", "C", "C", "C", "C", "C", "F", "C", "H", "H", "H", "H", "H", "H", "H", "H", "H", "H", "H", "H", "H", "H", "H", "H", "H", "H", "H", "H", "H", "H", "H", "H", "H", "H", "H"],
  "positions_angstrom": [[1.42, -0.48, -2.14], [2.03, 0.53, -1.88], [1.44, 1.74, -1.69], [0.07, 1.98, -1.88], [-0.55, 2.82, -2.79], [-1.91, 2.66, -2.52], [-2.10, 1.81, -1.53], [-0.90, 1.40, -1.14], [-0.72, 0.47, -0.04], [-1.49, 0.91, 1.21], [-2.99, 0.66, 1.09], [-3.24, -0.74, 0.80], [-4.65, -1.07, 0.89], [-5.11, -1.28, 2.33], [-4.46, -2.50, 2.99], [-2.97, -2.34, 3.14], [-2.46, -1.40, 4.03], [-1.09, -1.25, 4.19], [-0.22, -2.05, 3.47], [-0.72, -3.00, 2.60], [-2.09, -3.14, 2.44], [-2.67, -1.07, -0.49], [-1.15, -0.95, -0.42], [3.52, 0.53, -1.71], [4.11, -0.61, -1.18], [5.48, -0.68, -1.00], [6.28, 0.39, -1.37], [5.68, 1.51, -1.92], [6.46, 2.55, -2.29], [4.32, 1.61, -2.09], [2.02, 2.55, -1.58], [-0.08, 3.43, -3.53], [-2.74, 3.14, -3.00], [0.35, 0.47, 0.17], [-1.31, 1.97, 1.40], [-1.10, 0.33, 2.05], [-3.45, 0.91, 2.05], [-3.41, 1.31, 0.31], [-5.28, -0.29, 0.42], [-4.82, -2.00, 0.34], [-6.20, -1.42, 2.32], [-4.90, -0.39, 2.92], [-4.67, -3.38, 2.38], [-4.91, -2.64, 3.97], [-3.13, -0.78, 4.61], [-0.70, -0.52, 4.88], [0.85, -1.94, 3.59], [-0.04, -3.63, 2.04], [-2.47, -3.88, 1.75], [-2.93, -2.11, -0.73], [-3.06, -0.42, -1.29], [-0.78, -1.62, 0.35], [-0.70, -1.23, -1.38], [3.47, -1.44, -0.91], [5.93, -1.56, -0.59], [7.35, 0.36, -1.25], [3.91, 2.50, -2.55]],
  "e_tot_ha": -1324.8896,
  "gap_ev": 8.170,
  "smiles": "O=C(Nc1ccnn1C1CCN(CCCc2ccccc2)CC1)c1cccc(F)c1",
  "charge": 0,
  "relative_energy_kcal_mol": 23.3
}

---

[2]
{
  "formula": "C17H29ClInNO2P2",
  "method": "the ωB97M-V functional and the def2-TZVPD basis",
  "elements": ["C", "C", "N", "C", "C", "C", "C", "P", "In", "P", "C", "C", "C", "C", "C", "C", "C", "O", "O", "H", "H", "H", "C", "C", "H", "H", "H", "H", "C", "C", "H", "H", "H", "H", "H", "H", "H", "H", "H", "H", "H", "H", "H", "H", "H", "H", "H", "H", "H", "H", "H", "H", "Cl"],
  "positions_angstrom": [[-0.98, 3.10, -2.91], [-0.97, 2.23, -1.84], [0.12, 1.91, -1.12], [1.28, 2.46, -1.47], [1.34, 3.40, -2.49], [0.20, 3.74, -3.22], [-2.30, 1.94, -1.24], [-2.31, 0.59, -0.01], [-0.04, 0.74, 1.12], [2.42, 0.57, 0.29], [2.53, 2.11, -0.70], [-0.11, -1.31, 1.99], [-0.53, -1.33, 3.31], [-0.57, -2.56, 3.99], [-0.19, -3.74, 3.34], [0.20, -3.70, 2.00], [0.23, -2.47, 1.31], [-1.84, -1.58, -5.51], [2.10, -0.92, -3.71], [-1.92, 3.24, -3.46], [2.28, 3.91, -2.64], [0.23, 4.47, -4.02], [-3.68, 1.16, 1.05], [-2.79, -1.07, -0.57], [3.34, 1.99, -1.43], [2.81, 2.93, -0.02], [-3.02, 1.84, -2.06], [-2.53, 2.83, -0.63], [3.68, 0.57, 1.59], [3.10, -0.69, -0.82], [-0.82, -0.40, 3.83], [-0.91, -2.59, 5.03], [-0.21, -4.69, 3.88], [0.48, -4.61, 1.48], [0.53, -2.44, 0.26], [1.35, -1.47, -3.41], [2.84, -1.56, -3.92], [-2.65, -1.83, -5.01], [-1.92, -0.62, -5.32], [-1.25, -5.56, -2.56], [-4.53, 1.47, 0.44], [-3.98, 0.37, 1.75], [-3.36, 2.03, 1.64], [-3.89, -1.15, -0.58], [-2.39, -1.26, -1.57], [-2.38, -1.78, 0.16], [4.13, -0.43, -1.10], [3.09, -1.68, -0.33], [2.51, -0.72, -1.76], [4.67, 0.76, 1.15], [3.45, 1.33, 2.34], [3.68, -0.43, 2.05], [-0.16, 2.47, 2.69]],
  "e_tot_ha": -2203.2889,
  "gap_ev": [4.511, 1.957],
  "charge": 0,
  "relative_energy_kcal_mol": 103.5
}

---

[3]
{
  "formula": "C3H8N3O",
  "method": "the ωB97M-V functional and the def2-TZVPD basis",
  "elements": ["C", "N", "C", "O", "C", "N", "N", "H", "H", "H", "H", "H", "H", "H", "H"],
  "positions_angstrom": [[-2.25, 0.48, -0.39], [-1.50, -0.60, -0.32], [-0.17, -0.72, 0.17], [0.40, -1.94, 0.17], [0.46, 0.28, 1.17], [0.68, 0.45, -0.22], [1.97, 0.22, -0.76], [-3.22, 0.29, -0.82], [-1.74, 1.44, -0.60], [-2.05, -1.52, -0.44], [1.05, -1.91, -0.47], [-0.10, 0.97, 1.61], [1.41, -0.08, 1.80], [2.10, 0.71, -1.55], [2.75, 0.20, -0.11]],
  "e_tot_ha": -358.2234,
  "gap_ev": 7.629,
  "smiles": "C=[NH+][C@]1(O)CN1N",
  "charge": 1,
  "relative_energy_kcal_mol": 108.6
}

---

no.,strongest force on any atom (eV Å⁻¹)
1,0.89
2,2.16
3,5.15